[1]
DFT (ωB97M-V/def2-TZVPD) results for C3H8N2OS in the gas phase.

```
! wB97M-V def2-TZVPD RIJCOSX def2/J DEFGRID3
* xyz 0 1
C 0.4282 -0.2266 0.0846
C 1.5840 0.7568 0.1379
H 0.4146 -0.6555 -0.9297
N -2.2074 -1.3378 -0.1112
H 3.9524 0.7608 0.1757
H -1.4499 -1.9779 0.0422
C -2.0413 0.0206 -0.0928
H 1.7473 1.1185 1.1513
H -2.9831 -1.6704 -0.6559
H 1.3379 1.6222 -0.4786
S 3.0937 -0.0723 -0.4204
H 0.6216 -1.0563 0.7770
H -0.7709 1.4626 0.3347
O -2.9146 0.7989 -0.4113
N -0.8125 0.4562 0.3965
*
```

Results
Highest occupied orbital energy = -9.47 eV
Molecular weight = 120.18 g mol⁻¹
LUMO level = 0.0264 Eh
HOMO-LUMO gap = 10.1925 eV
Energy above the lowest of the compared OMol25 structures with the same formula, charge and spin = 0.122 eV



[2]
DFT (ωB97M-V/def2-TZVPD) results for 2 unconnected molecules or ions with the total composition C4H12 in a non-equilibrium geometry.

```
! wB97M-V def2-TZVPD RIJCOSX def2/J DEFGRID3
* xyz 0 1
C 0.3830 1.8530 -0.5188
H -1.6122 1.3957 0.2984
H 1.1311 1.6599 0.2393
H 1.3403 -1.1250 0.9250
H -0.7645 2.6081 1.1638
H -0.0730 -0.6117 0.0973
H -0.4018 -3.0336 -0.7001
H -0.9615 -2.6483 0.8414
C 0.6782 -1.3938 0.0994
C -0.9475 2.2510 0.1471
H 1.2469 -1.4084 -0.8219
H 0.2288 1.0066 -1.1757
H -1.5267 3.0216 -0.3565
H 0.6420 -3.5357 0.6039
C -0.0283 -2.7431 0.2901
H 0.6653 2.7039 -1.1327
*
```

Results
Highest occupied orbital energy = -11.61 eV
Molecular weight = 60.14 g mol⁻¹
LUMO level = 0.0416 Eh
HOMO-LUMO gap = 12.7432 eV
Energy above the lowest of the compared OMol25 structures with the same formula, charge and spin = 0.332 eV



[3]
DFT (ωB97M-V/def2-TZVPD) results for 4 unconnected molecules or ions with the total composition C50H96BrN4O7 in a non-equilibrium geometry.

```
! wB97M-V def2-TZVPD RIJCOSX def2/J DEFGRID3
* xyz 0 4
H -2.7840 -4.0464 6.2051
H 0.4221 -2.7201 -3.2668
H 0.9305 3.1320 6.7527
H 2.6017 -0.8615 3.1370
C 3.4518 -0.5249 -2.3379
C -1.3948 0.0575 -0.3661
H -2.4451 3.9980 3.9079
C 1.1942 -1.4488 6.4949
C 1.6190 4.2751 -8.2970
H -1.3762 -4.5817 5.2742
C 3.1580 -3.3150 -1.8394
C 2.7735 3.4605 5.3457
C -0.7996 -0.6836 7.9186
H -0.6847 4.8884 5.2558
C -5.0898 -4.6776 -2.1460
C 2.6626 6.1581 -5.2133
C 2.6530 -3.5608 -3.3718
H -3.5945 -4.5406 -6.0338
H 0.5757 -0.9028 -1.6746
H -3.2237 -4.6753 -1.0688
C -3.5610 -3.2316 -4.2523
O -5.6062 -2.1738 -3.7828
H 2.3425 1.7502 -7.5860
H -0.5972 -4.9148 7.3379
H 1.9676 -1.0854 5.8064
H 1.2857 5.3122 -8.2707
H -1.3902 3.6377 2.3450
H 0.3099 2.2561 1.7216
H -2.2316 -3.1373 4.7822
H 0.1227 4.3148 -3.6804
O 4.6788 0.2547 -1.9616
H 4.2537 6.9038 -6.4614
N 1.8276 3.8404 -5.8400
H 3.7649 2.2392 -1.4948
C 2.5830 3.8987 -7.1381
H -0.3533 5.0114 -6.4476
H 0.0804 0.3599 6.2126
H -1.9145 1.1851 7.4518
H -1.0627 2.3077 5.3869
H 2.1095 2.8894 1.2731
H 3.0908 -4.6223 -3.6999
N -1.6680 -1.7055 7.2400
C -0.5942 2.7674 4.4151
H -5.4566 -3.8716 -1.4969
H 2.6854 1.6833 6.8666
H 0.6488 -4.5910 -2.8932
H 3.4103 5.8484 -4.4695
H -3.6073 0.1786 0.3714
H -1.9490 -1.8299 -4.8060
H 1.7514 4.6564 -3.0585
H -6.0379 -6.6468 -3.9439
H 0.6692 4.7131 3.9231
H -0.9697 1.2714 8.9239
C 0.2601 5.7790 -5.9588
C 0.6393 -1.5875 -0.7277
H 3.5700 2.5489 -8.5752
H 1.5206 4.9465 6.5728
Br 5.0156 -4.1535 -1.7339
H 0.7807 -4.0202 -4.6842
H -0.2530 -1.1544 1.3438
C -3.0459 -1.8538 -4.7829
C 3.7614 4.9060 -7.1011
H -2.0134 -3.8714 -5.7031
C -1.8058 3.1708 3.3362
C -0.6409 -1.2664 0.2454
O 4.3902 -1.7468 -0.4749
H -0.6427 0.9116 -0.7162
O 2.6315 -2.4074 0.8964
H 2.3192 7.1524 -4.9003
H -0.0673 -1.9220 4.8303
C -0.9593 -2.8605 6.5908
C 1.2626 2.0737 1.0666
H 1.7248 -1.9680 7.2992
H 0.5528 6.5161 -6.7113
N -5.0572 -3.3536 -4.3166
H 2.0280 0.8674 3.6758
H -0.4187 6.3088 -5.2772
H 0.5657 -2.7525 -0.9810
H -5.7778 -5.7083 -5.4168
H 2.7131 6.7912 -7.2862
H 3.7066 1.3723 5.2906
C -7.2237 -4.4005 -3.4731
H 0.1370 2.0242 3.8825
H 3.5866 4.3328 5.3961
C 3.3587 6.2777 -6.5669
C -2.9154 -4.2659 -5.2166
C 2.1124 -1.3641 -0.0501
C -2.1765 0.6827 2.2005
H -2.6844 1.8258 0.2885
H 2.5029 0.2001 -2.3417
C 4.0864 -2.0451 0.9643
H 3.9363 2.1466 -6.9105
C 1.3258 3.9341 5.9726
C 1.8526 -0.0006 2.8769
C 0.4162 -0.2608 7.0537
H -2.4775 0.3497 8.9143
H 0.8494 -3.2887 5.4371
H -1.1460 -3.8112 8.5781
C -5.6667 -4.5106 -3.5757
H 1.0990 0.3667 7.6400
H 3.7060 1.7163 -3.3447
H -3.3504 -1.0155 -4.1481
H 0.7627 -0.4185 3.1271
C -5.4522 -5.8254 -4.3752
C 3.1407 -1.7684 -1.3091
O -2.4036 -1.0397 6.2430
H 0.6366 5.9747 -3.3404
H 0.5269 -3.7480 7.9846
O 4.9111 -2.0218 2.0196
H -7.6499 -5.3141 -3.0440
H 0.1893 -0.4458 9.8685
H 4.4435 2.4774 6.6556
H 2.4873 -4.0203 -1.1480
H 0.4481 -2.0252 9.1863
C -0.5159 -3.8751 7.6819
C 1.0239 -3.6793 -3.5666
H -3.1897 1.4393 4.1043
H -0.9951 0.6320 2.3625
C -0.2963 -1.2351 9.2812
H -3.7968 2.3515 2.5288
H 3.6180 -0.8324 -3.4540
H -3.2428 -2.5510 -2.2002
H 4.5710 4.5134 -6.4720
C 1.4741 5.1587 -5.2119
H 5.3677 2.2176 -2.6038
C -2.8523 1.9110 3.0696
C 1.9681 0.5843 1.3524
C 4.3507 1.6524 -2.3421
C 0.9697 5.0083 -3.7394
H 1.0606 2.1214 -0.0913
O 2.6197 3.1276 -4.9219
N 2.6124 0.0183 0.2873
C -1.5939 0.6025 8.3210
H -7.6738 -4.2566 -4.4597
H 2.6279 3.1603 4.2223
C 3.4488 2.1672 6.1193
H -4.4200 -6.1747 -4.3758
H -5.4480 -5.6134 -1.6992
C 3.1377 2.5012 -7.5696
H -3.4038 -1.6632 -5.8015
H -1.1315 -1.6177 9.8817
H -2.5807 -0.3445 2.6528
H 0.7329 3.6274 -8.2957
H 3.0436 -2.8015 -4.1698
C -3.5641 -4.6664 -2.1120
H -2.5980 -5.1815 -4.7105
C 0.2699 -2.4124 5.7545
H -3.1670 -5.5789 -2.5677
H -1.9121 -3.4982 -2.8395
C 0.1583 4.1721 4.8433
H 2.1089 4.1507 -9.2708
C -3.0073 -3.4309 -2.8154
H -1.3917 -2.1790 0.1577
H -7.5430 -3.5800 -2.8229
C -1.8981 -3.6975 5.6616
C -2.5576 0.6896 0.6040
H 4.1887 5.0272 -8.1044
H -1.9349 -0.3019 -1.3645
*
```

Results
Highest occupied orbital energy (spin up / spin down) = -9.06 / -9.06 eV
Molecular weight = 945.24 g mol⁻¹
LUMO level (spin up / spin down) = -0.0017 / -0.0204 Eh
HOMO-LUMO gap (spin up / spin down) = 9.0153 / 8.5056 eV



[4]
DFT (ωB97M-V/def2-TZVPD) results for 2 unconnected molecules or ions with the total composition C10H16N2 in a non-equilibrium geometry.

```
! wB97M-V def2-TZVPD RIJCOSX def2/J DEFGRID3
* xyz 0 1
H 3.0215 1.8179 1.7122
H 2.5625 0.5720 -1.7679
H -5.1568 -0.0812 1.5449
N -1.7499 0.6728 -0.3808
C 2.3390 0.0959 0.7452
C -3.8578 1.4246 1.4548
C -2.4238 -0.4737 -0.5579
H 2.1255 -0.0405 2.7624
H -4.5585 2.0709 2.0596
H 3.3002 -1.1909 2.2854
C 1.4991 0.1034 -1.5102
H -3.1952 2.0220 0.9025
C -4.1686 0.2021 1.0771
C -3.4913 -0.6965 0.2181
N 1.7166 -0.4829 -0.1913
H -2.0019 -2.4847 -1.1730
H 1.5075 -1.5126 1.8080
H 1.1925 -0.6645 -2.1337
C 3.1950 1.2987 0.7218
H -2.0371 -1.3476 -2.4512
H -4.0242 -1.6165 0.1112
H 4.2166 1.0494 0.5236
C 2.3084 -0.8294 2.0048
H -0.7228 -1.2339 -1.6071
H 2.9577 1.9698 -0.0350
C -1.7800 -1.4979 -1.4703
H 0.7115 0.9033 -1.3810
C -0.9381 1.5403 -0.3045
*
```

Results
Highest occupied orbital energy = -8.72 eV
Molecular weight = 164.25 g mol⁻¹
LUMO level = 0.0067 Eh
HOMO-LUMO gap = 8.9054 eV
Energy above the lowest of the compared OMol25 structures with the same formula, charge and spin = 3.851 eV



> Look up the molecular weight of the third one.

945.24 g mol⁻¹